# 1
The following is a DFT calculation (ωB97M-V/def2-TZVPD) of a molecular structure, C35H41AsN5O2SV.

ORCA input file:
```
! wB97M-V def2-TZVPD RIJCOSX def2/J DEFGRID3
* xyz 1 4
V -0.447 -0.192 0.531
O -1.148 -3.366 6.504
C -2.115 -2.909 5.874
O -3.340 -2.971 6.061
C -1.711 -2.098 4.618
C -2.698 -1.589 3.769
C -2.303 -0.927 2.624
N -1.002 -0.814 2.355
C -0.037 -1.159 3.206
C -0.362 -1.838 4.363
C 1.301 -0.627 2.790
C 2.477 -0.919 3.453
C 3.654 -0.312 3.045
C 3.630 0.574 1.982
C 2.418 0.821 1.365
N 1.276 0.259 1.756
C -3.145 -0.145 1.658
C -4.513 -0.009 1.804
C -5.195 0.873 0.978
C -4.487 1.604 0.041
C -3.120 1.400 -0.063
N -2.459 0.542 0.710
H -3.722 -1.741 4.088
H 0.344 -2.185 5.108
H 2.468 -1.613 4.282
H 4.580 -0.530 3.561
H 4.523 1.068 1.628
H 2.343 1.499 0.524
H -5.032 -0.573 2.567
H -6.264 0.996 1.080
H -4.967 2.320 -0.610
H -2.523 1.931 -0.791
C -2.481 2.116 -3.317
C -1.068 1.935 -2.821
C -0.389 0.765 -3.224
C -1.174 -0.238 -4.030
C 0.964 0.606 -2.921
C 1.778 -0.555 -3.438
C 1.636 1.596 -2.174
C 3.121 1.419 -1.980
C 0.942 2.712 -1.703
C 1.605 3.802 -0.899
C -0.417 2.886 -2.036
C -1.098 4.138 -1.539
H -2.913 3.077 -3.058
H -3.155 1.340 -2.943
H -2.516 2.045 -4.405
H -1.496 0.182 -4.985
H -2.088 -0.536 -3.507
H -0.622 -1.142 -4.257
H 2.135 -1.186 -2.620
H 2.660 -0.189 -3.965
H 1.233 -1.182 -4.136
H 3.370 0.411 -1.648
H 3.551 2.116 -1.268
H 3.647 1.577 -2.926
H 1.663 4.732 -1.469
H 2.616 3.559 -0.590
H 1.038 4.033 0.005
H -1.053 4.210 -0.450
H -2.144 4.204 -1.818
H -0.607 5.034 -1.922
C -1.014 -3.740 0.714
As -1.240 -2.395 -0.683
C -3.138 -2.623 -1.041
C -0.433 -3.346 -2.167
H -1.188 -4.724 0.279
H -1.734 -3.562 1.513
H -0.005 -3.702 1.120
H -3.397 -3.675 -0.925
H -3.353 -2.309 -2.062
H -3.734 -2.026 -0.354
H -1.144 -4.094 -2.516
H 0.470 -3.830 -1.800
H -0.168 -2.675 -2.977
S 2.310 -2.409 -0.079
C 3.898 -2.580 -0.584
N 4.504 -3.803 -0.417
C 5.772 -4.077 -0.783
C 6.514 -3.091 -1.356
C 5.866 -1.850 -1.514
N 4.633 -1.592 -1.151
H 3.928 -4.518 0.007
H 6.118 -5.082 -0.592
H 7.532 -3.253 -1.668
H 6.403 -1.022 -1.967
*
```

LUMO (alpha / beta) ... -3.318 / -3.553 eV
Relative energy (zero: lowest compared OMol25 entry of this formula, charge and spin) ... 43.7 kcal/mol
HOMO energy (alpha / beta) ... -9.803 / -9.802 eV
Strongest force on any atom ... 1.1 eV/A

---

# 2
The following is a DFT calculation (ωB97M-V/def2-TZVPD) of a molecular structure, C35H41AsN5P2PdSSe2Te.

ORCA input file:
```
! wB97M-V def2-TZVPD RIJCOSX def2/J DEFGRID3
* xyz -1 3
Pd 0.152 2.428 0.369
Se -0.042 -3.370 -5.267
P 0.575 -2.407 -3.495
C 2.300 -1.821 -3.621
C 2.634 -0.496 -3.369
C 3.939 -0.051 -3.552
C 4.920 -0.929 -3.979
C 4.590 -2.252 -4.254
C 3.287 -2.689 -4.096
C 0.500 -3.600 -2.121
C 1.564 -4.419 -1.757
C 1.398 -5.382 -0.773
C 0.179 -5.517 -0.124
C -0.884 -4.696 -0.476
C -0.727 -3.753 -1.480
C -0.405 -1.006 -2.966
C -0.428 -0.110 -1.885
N -1.411 0.767 -2.141
N -1.972 0.448 -3.302
N -1.369 -0.600 -3.830
P 0.199 0.110 -0.212
Se 2.481 3.422 0.778
C 1.817 -0.732 -0.036
C 2.953 0.050 -0.249
C 4.223 -0.480 -0.092
C 4.378 -1.801 0.301
C 3.258 -2.589 0.524
C 1.983 -2.066 0.349
C -0.920 -0.997 0.741
C -2.171 -1.361 0.243
C -3.054 -2.101 1.021
C -2.699 -2.499 2.301
C -1.450 -2.154 2.803
C -0.575 -1.404 2.031
H 1.870 0.198 -3.042
H 4.182 0.986 -3.353
H 5.937 -0.583 -4.116
H 5.348 -2.937 -4.617
H 3.011 -3.697 -4.384
H 2.534 -4.285 -2.213
H 2.232 -6.017 -0.497
H 0.056 -6.258 0.658
H -1.835 -4.786 0.035
H -1.559 -3.121 -1.768
H 2.832 1.089 -0.541
H 5.091 0.142 -0.274
H 5.371 -2.218 0.431
H 3.370 -3.625 0.819
H 1.120 -2.704 0.513
H -2.456 -1.054 -0.756
H -4.026 -2.364 0.621
H -3.388 -3.075 2.907
H -1.160 -2.467 3.799
H 0.404 -1.153 2.424
Te 0.897 5.057 -0.095
S 1.313 4.909 4.929
C 1.095 3.315 4.510
N 2.074 2.392 4.280
C 1.523 1.196 3.639
C 0.042 1.282 4.031
N -0.085 2.690 4.353
H 2.960 2.761 3.984
H 1.994 0.289 4.015
H 1.642 1.242 2.553
H -0.187 0.651 4.895
H -0.618 1.010 3.211
H -0.946 3.165 4.524
C -3.961 3.817 -2.199
C -2.497 3.729 -1.793
As -2.159 2.971 -0.017
C -3.671 1.759 0.258
C -3.742 1.265 1.697
C -2.777 4.496 1.067
C -2.192 4.525 2.472
H -4.059 4.356 -3.144
H -4.570 4.342 -1.456
H -4.380 2.821 -2.350
H -2.034 4.717 -1.769
H -1.945 3.117 -2.492
H -3.544 0.938 -0.444
H -4.583 2.295 -0.010
H -2.809 0.786 2.003
H -4.541 0.529 1.821
H -3.945 2.088 2.390
H -3.870 4.496 1.083
H -2.462 5.386 0.517
H -2.504 3.648 3.048
H -2.516 5.415 3.018
H -1.101 4.533 2.442
*
```

LUMO (alpha / beta) ... 2.158 / 0.809 eV
Relative energy (zero: lowest compared OMol25 entry of this formula, charge and spin) ... 1.5 kcal/mol
HOMO energy (alpha / beta) ... -3.653 / -5.278 eV
Strongest force on any atom ... 0.5 eV/A